ORCA calculation (ωB97M-V/def2-TZVPD) on a 5-piece molecular cluster, C16H44O10PS2 overall at a distorted geometry.

Last column: Löwdin charge in e.
Element x y z (Å)
S -2.00126 -1.85513 -3.98534  0.858
S 0.52747 -0.22166 -5.60135  0.436
P -0.12910 -0.60444 -3.88487  -0.089
O 5.05664 0.01999 -3.71545  -0.180
O -3.46008 4.74592 -2.43850  -0.178
O -0.78702 -4.88882 8.11906  -0.186
O -0.56678 -2.58490 6.29756  -0.215
O 0.76404 -1.45703 -2.91899  -0.188
O -0.49944 0.66088 -3.03680  -0.199
O 5.42474 2.89366 -4.21271  -0.191
O -1.77241 0.12992 0.55642  -0.232
O -2.83895 1.93667 -3.02167  -0.252
O 0.18933 -1.49028 2.09567  -0.172
C -0.13606 -1.68734 0.74404  -0.212
C -3.43810 4.19344 -3.73850  -0.197
C 0.51247 -3.13939 7.03348  -0.200
C -2.18598 4.85827 -1.83000  -0.097
C -0.84969 -1.82732 3.00730  -0.088
C 0.33499 -4.61683 7.30196  -0.208
C -1.94191 -5.28163 7.40317  -0.110
C 5.74475 3.04740 -2.84097  -0.108
C -1.67540 1.22506 1.44457  -0.084
C -3.78846 2.72306 -3.74006  -0.165
C 3.76748 0.34492 -3.25134  -0.123
C -0.56815 -0.40214 0.07475  -0.221
C 6.15746 1.87131 -4.86233  -0.204
C -3.21955 1.64812 -1.67797  -0.068
C 5.36881 0.58709 -4.97904  -0.198
C -1.52904 -1.93085 7.10708  -0.106
H 0.64743 -2.59914 7.97532  0.129
H -1.74966 -2.49977 8.01143  0.086
H 6.38909 2.22576 -5.87064  0.128
H -0.88743 -2.91010 3.15829  0.093
H -2.49411 -1.60934 -5.20641  -0.042
H -3.79653 2.36395 -4.77249  0.130
H -1.39620 2.09391 0.83761  0.085
H -2.34544 4.99171 -0.76173  0.094
H -0.78119 -0.56405 -0.98615  0.078
H -2.79524 -5.16208 8.06797  0.091
H 0.76567 -2.05179 0.23936  0.126
H 0.26237 -5.16596 6.35682  0.126
H 4.93552 3.60856 -2.37742  0.088
H -0.93978 1.06066 2.23238  0.095
H -2.44163 -1.83487 6.52056  0.088
H 6.67525 3.61052 -2.72108  0.091
H -1.40539 1.02377 -3.14744  0.041
H -1.64839 5.73092 -2.21372  0.096
H -1.82280 -1.47626 2.65706  0.085
H -4.18765 4.72369 -4.33144  0.135
H 1.21886 -4.97903 7.83437  0.128
H -3.65608 2.51112 -1.17565  0.105
H 0.23698 0.33942 0.12506  0.142
H 5.84406 2.08369 -2.33704  0.084
H 3.01487 -0.28136 -3.74624  0.043
H -1.87473 -6.33424 7.10656  0.090
H -2.88490 -1.35225 -3.10644  -0.057
H 4.45131 0.76445 -5.55162  0.123
H -0.91672 -2.45120 0.63786  0.129
H -2.46216 4.35362 -4.20871  0.132
H -2.31572 1.35627 -1.15068  0.062
H 7.10418 1.68858 -4.34517  0.130
H 1.00834 -2.31946 -3.28707  0.112
H -2.66281 1.37479 1.87376  0.099
H -2.09485 -4.66841 6.51253  0.080
H -0.62043 -1.36117 3.96124  0.082
H 3.51961 1.39545 -3.42035  0.089
H -4.78822 2.57430 -3.32368  0.136
H 5.96915 -0.14707 -5.52217  0.128
H -1.57704 3.96555 -1.99249  0.080
H 1.41733 -3.00078 6.43449  0.127
H -3.93207 0.81593 -1.64408  0.102
H -1.18356 -0.93042 7.38844  0.090
H 3.73996 0.14420 -2.18036  0.095

Cartesian forces, eV/Å:
0.4 -1.3 0.5
-0.4 -0.7 -0.4
1.3 2.5 -0.6
0.1 0.1 0.0
-0.1 -0.2 0.0
-0.1 0.1 0.0
-0.1 -0.1 0.0
-0.9 -0.4 0.4
0.2 -1.6 0.3
-0.1 -0.1 0.1
-0.6 -0.5 0.6
0.1 -0.4 0.1
0.0 0.2 0.1
0.0 -0.1 0.1
0.1 0.2 0.1
0.1 0.1 -0.1
0.1 0.1 0.0
0.0 -0.1 0.0
0.0 -0.1 0.1
0.0 -0.1 0.0
0.0 0.0 0.0
0.2 0.1 -0.4
-0.1 0.1 -0.5
0.0 0.0 0.1
0.0 0.3 -0.4
0.0 0.2 -0.1
0.1 -0.1 0.2
0.0 -0.1 0.0
0.0 0.0 0.0
0.0 0.0 0.0
0.0 0.0 0.0
0.0 0.0 0.0
0.0 0.0 0.0
-0.3 0.6 0.1
0.0 0.0 0.0
0.1 0.3 0.4
0.0 0.0 0.0
0.4 -0.3 0.0
0.0 0.0 0.0
0.0 0.0 0.0
0.0 0.0 0.0
0.0 0.0 0.0
0.0 0.0 0.0
0.0 0.0 0.0
0.0 0.0 0.0
-0.6 0.9 -0.2
0.0 0.0 0.0
0.0 0.0 0.0
0.0 0.0 0.0
0.0 0.0 0.0
0.0 0.1 -0.1
0.0 0.0 0.1
0.0 0.0 0.0
0.0 0.0 0.0
0.0 0.0 0.0
-0.3 0.4 -0.3
0.0 0.0 0.0
0.0 0.0 0.0
0.0 0.0 0.0
-0.1 -0.1 0.1
0.0 0.0 0.0
0.4 0.0 0.0
0.0 0.1 0.1
0.0 0.0 0.0
0.1 0.0 0.0
0.0 0.0 0.0
0.1 -0.1 0.1
0.0 0.0 0.0
0.0 0.0 0.0
0.0 0.0 0.0
0.0 0.1 0.0
0.0 0.0 0.0
0.0 0.0 0.0

Summary:
Kohn-Sham gap ... 6.5 eV
Strongest force on any atom ... 2.91 eV/A
Total charge ... +1
Highest occupied orbital energy ... -0.39153 hartree
LUMO energy ... -4.188 eV



ORCA calculation (ωB97M-V/def2-TZVPD) on C16H46N4O6Pb as an isolated structure at a distorted geometry.

Last column: Löwdin spin population.
Element x y z (Å)
Pb 0.17673 0.30506 0.13294  0.136
O -0.70694 0.70782 2.34167  0.155
O 0.18537 0.85934 -2.47587  0.025
O -1.41041 -1.71079 -0.07411  0.037
O -1.00807 5.70663 -1.18279  0.000
O 2.48597 0.34667 0.76122  0.341
O 1.20807 -4.61343 4.48717  0.001
N -1.96596 1.36160 -0.80003  0.125
N 0.96898 2.94087 0.21806  0.016
N 1.05892 -1.66426 2.06850  0.048
N 1.14303 -1.66374 -1.63178  0.065
C 0.08454 -2.54952 -1.84114  0.004
C 0.72035 -3.50965 3.74601  0.001
C -2.33532 5.71554 -0.70024  0.000
C -1.05031 0.99079 -3.16057  0.001
C -2.57611 -2.00851 0.74465  0.002
C 0.27530 4.13746 0.23891  0.001
C 0.73694 -3.78337 -2.47104  0.003
C 1.69373 -2.77471 2.75680  0.006
C -2.18952 0.85049 -2.13398  0.006
C 2.94962 -2.22892 3.44700  0.003
C -0.81964 -2.88701 -0.59755  0.002
C 1.22511 5.19927 0.79563  0.002
C 1.34611 0.89831 -3.19865  0.001
C -3.50483 1.36175 -2.62507  0.005
C -0.27479 4.43543 -1.17546  0.000
C 1.68945 -5.64661 3.66290  0.000
H -2.95344 5.00261 -1.24590  0.000
H 3.19300 0.92541 1.10717  0.003
H 0.53838 -1.01935 2.64577  -0.002
H 2.68947 -5.31557 3.38280  0.000
H 2.64941 -1.57449 4.26536  0.000
H -3.48358 -2.29590 0.21360  0.001
H -0.22764 -3.74933 3.26439  0.000
H -0.74613 0.76730 3.31607  0.004
H -3.41471 2.43102 -2.81650  0.000
H -0.55503 -2.10521 -2.60378  0.000
H -1.66614 -3.52463 -0.85250  0.001
H -1.70641 2.33763 -0.80984  0.000
H 0.75742 6.18369 0.77884  0.000
H 2.20153 0.65504 -2.56845  0.000
H 1.50849 -4.19447 -1.82004  0.000
H -2.46823 -2.67385 1.60127  0.000
H 1.83748 -2.21899 -1.15269  0.000
H 0.01347 -4.59812 -2.50055  0.001
H 3.57338 -1.63756 2.77669  0.001
H -0.92678 3.61131 -1.46503  0.000
H 1.42408 2.92201 1.11952  -0.001
H 1.49173 1.89737 -3.60948  0.000
H -3.67860 0.90288 -3.59838  0.001
H 1.09863 -3.63661 -3.48875  0.000
H -2.79476 6.69548 -0.82963  0.000
H -1.18910 2.04235 -3.41169  0.000
H 1.69224 -6.60437 4.18328  0.000
H 1.86246 -1.13953 1.75373  0.001
H 1.37665 4.94089 1.84367  0.000
H 1.90623 -3.53067 2.00085  0.002
H -4.32459 1.22193 -1.92040  0.000
H -2.95734 -1.06004 1.12303  0.000
H 2.20249 5.25445 0.31628  0.000
H -0.21966 -3.28654 0.22007  0.000
H -1.15008 0.31809 -4.01240  0.000
H 1.78781 3.15318 -0.33378  0.000
H 3.65750 -2.94985 3.85597  0.001
H 0.44198 4.47879 -1.99550  0.000
H 1.54500 -1.48461 -2.54086  0.001
H -0.61777 4.13179 0.86380  0.000
H -2.70986 1.36398 -0.11688  0.001
H -2.29537 -0.22446 -1.98776  0.000
H 0.51722 -2.82550 4.56989  0.000
H 1.13671 -5.87719 2.75218  0.000
H -2.43386 5.40651 0.34038  0.000
H 1.30995 0.10670 -3.94708  0.000

Cartesian forces, eV/Å:
0.9 0.4 2.2
-0.4 0.3 -0.9
-1.7 -0.3 1.5
-1.4 0.1 0.4
1.0 -0.8 -0.3
0.2 -0.4 -0.4
-0.5 -0.2 -0.8
2.1 0.9 0.8
1.1 -2.5 0.2
-0.2 -0.4 -0.6
1.2 1.7 1.7
-2.0 -2.1 -0.9
0.4 1.2 0.9
-0.2 -0.9 0.0
-0.2 1.9 1.6
-0.7 1.5 0.1
-1.1 3.4 -1.2
-1.5 -1.4 0.5
-0.2 -1.2 1.0
-1.1 -2.5 0.5
0.4 -0.4 0.3
0.9 0.4 -0.4
-0.9 0.7 0.4
1.1 0.0 -0.9
0.1 0.6 -1.3
-1.2 1.5 0.6
0.8 -0.2 0.0
-0.1 -0.2 -0.4
-0.8 0.2 -0.3
-0.3 0.1 0.5
0.3 -0.7 -0.3
-0.1 0.0 0.1
0.5 -0.8 -0.9
-0.1 -0.1 -0.4
0.5 -0.2 -0.8
-0.1 0.2 0.0
-0.4 0.1 0.0
0.5 -0.5 -0.4
0.2 0.2 -0.1
0.1 0.1 -0.1
-0.2 0.2 0.3
0.3 0.3 -0.1
0.8 -0.1 -0.2
0.6 0.4 0.5
-0.2 -0.2 -0.4
-0.2 0.1 -0.3
-0.3 0.1 -0.1
-0.1 -1.0 0.7
0.2 -0.1 -0.5
-0.6 -0.1 0.0
0.1 0.2 0.2
0.4 0.0 0.0
0.6 0.2 -1.1
0.3 0.3 0.4
0.0 0.6 -0.3
0.2 0.1 0.1
0.5 0.0 -0.2
0.1 -0.3 -0.2
0.7 0.3 0.4
-0.1 -0.1 -0.3
0.2 -0.5 -0.1
-0.1 0.0 0.1
0.3 -0.5 -0.8
-0.4 -0.4 0.1
0.4 0.3 0.3
0.2 0.4 0.0
0.1 -0.4 0.3
-0.5 -0.8 -0.2
-0.1 -0.3 0.1
-0.4 0.5 -0.2
-0.5 0.6 -0.2
0.3 0.2 0.3
0.2 0.2 -0.7

Summary:
Kohn-Sham gap (spin up / spin down) ... 9.4 / 5.2 eV
Strongest force on any atom ... 3.75 eV/A
Total charge ... +1
Highest occupied orbital energy (spin up / spin down) ... -0.42170 / -0.41379 hartree
Multiplicity ... 2
LUMO energy (spin up / spin down) ... -2.043 / -6.081 eV



ORCA calculation (ωB97M-V/def2-TZVPD) on a 8-piece molecular cluster, C16H47N15O8 overall at a distorted geometry.

Last column: Löwdin spin population.
Element x y z (Å)
O -0.49077 -0.92138 2.17364  0.002
O -1.80655 -1.59195 -0.31952  0.012
O 0.56849 2.97270 3.59706  0.001
O -1.59872 3.19788 -0.72909  0.038
O 1.04437 5.76409 -0.23403  0.015
O 4.35781 2.43592 4.82876  0.000
O 3.29575 -2.43934 0.33833  0.001
O 2.61378 1.10574 0.26043  0.005
N 2.55614 7.27128 0.07946  0.010
N 4.19978 -0.72474 -0.88742  0.002
N -0.96034 1.97649 2.33799  0.003
N 3.69328 2.50863 2.70245  0.001
N 1.98608 3.12907 -0.20500  0.003
N 1.69001 -1.24930 1.73679  0.000
N 0.29548 -2.95257 2.22888  0.001
N -3.55289 3.73575 -1.59052  0.094
N 4.00349 0.53641 3.80491  0.000
N 0.57950 1.44805 -0.38050  0.003
N 5.32834 -2.58457 -0.58259  0.001
N -0.68279 4.07075 2.07705  0.005
N 0.54212 8.04968 -0.25805  0.020
N -1.98000 -2.91205 -0.85363  0.001
N -3.09440 1.74533 -1.56954  0.068
C 4.21827 -1.92314 -0.27375  0.003
C -0.36244 3.00299 2.75529  0.005
C -1.30992 -3.14779 -2.07928  0.001
C -2.02964 -2.69735 -3.35367  0.032
C 1.30991 6.97196 -0.10119  0.032
C 0.45899 -1.66491 1.95604  0.001
C -2.97023 -5.12524 -0.63026  0.002
C -2.61440 2.88628 -1.29586  0.162
C -1.05546 -4.72867 -2.25648  0.002
C -3.27849 -3.59307 -0.52402  0.001
C -2.25771 -5.60813 -1.94682  0.002
C -4.37383 -3.07025 -1.49355  0.041
C 0.13003 -2.43156 -2.00152  0.007
C 4.01510 1.84420 3.80267  0.001
C 1.76743 1.88111 -0.12880  0.007
C -3.64082 -3.32614 1.00274  0.008
H 1.08110 -3.58711 2.24420  0.000
H 2.37106 -1.82366 1.26099  0.000
H -0.00464 -1.35392 -2.09457  0.004
H 3.59032 0.04686 3.02405  0.000
H -1.04353 4.11013 1.13450  0.005
H -4.59374 -3.84680 1.09736  0.001
H -2.80474 0.87385 -1.14916  0.009
H -2.87285 -3.71426 1.67184  0.001
H -2.68841 -1.85064 -3.16082  0.015
H 0.06371 4.73608 2.21909  0.002
H -0.14573 -5.16876 -1.84805  0.001
H -3.69844 -2.27908 1.30016  0.004
H 0.87717 9.00207 -0.22989  0.011
H 6.10101 -2.20741 -1.11253  0.001
H 0.66888 -2.63437 -1.07600  0.000
H 2.91816 3.36603 0.10350  0.003
H -1.86444 -6.60645 -1.75497  0.000
H 1.23402 3.78880 -0.34386  0.002
H 2.90983 8.20350 -0.08168  0.008
H -0.19783 2.08602 -0.47459  0.001
H 3.32751 1.94598 1.94765  0.000
H -2.40495 -5.39445 0.26198  0.000
H 4.00169 3.46368 2.58906  0.002
H -2.83775 -5.74393 -2.85963  0.001
H 3.38801 -0.15439 -0.69809  0.000
H -0.55840 -3.01896 2.76421  0.000
H -3.91115 -5.67529 -0.61512  0.001
H 4.25733 -0.07148 4.57050  0.000
H -3.37846 4.72895 -1.53384  0.038
H -0.76771 1.11413 2.82722  0.000
H -0.40628 7.80760 -0.50711  0.022
H -1.33819 2.00409 1.40173  0.004
H -4.45487 3.28334 -1.54765  0.101
H -4.32085 -3.52662 -2.48199  0.004
H -4.36692 -1.98456 -1.59028  0.024
H 5.02324 -0.33261 -1.32131  0.001
H -5.37612 -3.22381 -1.09361  0.005
H -0.98971 -4.85598 -3.33702  0.001
H 0.84140 -2.90632 -2.67729  0.001
H -2.57874 -3.42126 -3.95580  0.003
H 1.70477 -0.24435 1.63693  0.000
H 5.49354 -3.52262 -0.24665  0.000
H -3.89313 1.78439 -2.18647  0.118
H 3.13901 6.47552 0.29655  0.004
H -1.35436 -2.20300 -4.05203  0.007
H -1.21170 -1.81014 0.40169  0.000
H 0.47716 0.49902 -0.71059  0.002

Cartesian forces, eV/Å:
-1.2 0.9 -0.5
-0.7 -0.9 -0.9
-1.2 0.5 0.0
3.4 0.3 1.5
-1.5 1.2 0.5
0.5 0.4 0.2
0.7 -1.1 -0.3
3.5 -2.3 0.8
4.1 0.9 1.0
-0.6 0.1 0.2
-2.9 -5.2 -0.8
-0.4 -0.2 -1.8
1.2 4.1 -0.2
-0.3 1.8 0.5
-0.7 -2.1 -0.3
-2.0 3.9 -1.0
-0.7 -4.0 -1.6
-3.3 -1.4 -1.3
2.6 -2.3 0.1
0.6 5.0 -0.9
-2.4 -0.1 -0.3
-0.3 -1.0 1.9
-0.4 -6.3 -1.0
0.1 0.8 -1.8
4.3 0.7 2.1
2.3 -1.3 -0.7
0.0 1.7 -0.7
-0.5 -2.2 -1.3
0.5 1.1 1.9
-0.8 0.2 -1.5
0.0 2.0 1.1
-0.5 0.9 -1.1
1.2 1.1 0.1
0.5 0.4 1.6
-0.6 -0.2 0.9
-1.0 -1.1 0.3
1.1 2.8 3.3
-1.0 -1.7 0.6
0.3 0.0 -1.6
-0.5 0.0 0.3
0.1 0.2 -0.1
0.3 -0.1 -0.4
0.1 0.0 0.1
-0.3 -0.6 0.0
0.0 0.1 0.6
0.1 0.0 -0.2
0.0 -0.5 -0.2
-0.3 -0.2 0.3
-0.3 0.5 -0.2
0.1 0.6 0.5
-0.4 0.1 -0.5
-0.2 -0.4 0.1
-0.5 0.2 0.2
-0.6 0.1 0.6
-0.5 0.7 0.0
-0.1 -0.2 0.1
0.5 0.5 0.0
0.2 -0.4 0.3
-0.4 0.1 -0.6
0.1 0.5 -0.6
0.2 -0.1 -0.2
-0.4 -0.4 0.3
-0.8 0.4 0.4
0.0 0.7 0.2
0.3 -1.0 0.0
-0.3 0.1 0.4
-0.2 1.0 0.1
-0.4 -0.2 0.1
-0.1 -0.3 -0.7
-0.1 0.7 0.0
-0.3 -0.5 0.4
-0.6 1.3 -0.2
0.0 0.0 0.1
0.5 0.0 -0.1
-0.4 -0.1 0.3
-0.1 -0.5 0.1
0.8 0.2 -0.2
-0.4 0.4 -0.9
-0.1 -0.3 0.4
0.4 0.0 -0.5
-0.4 0.3 0.1
0.0 -1.0 0.0
0.3 0.5 -0.2
0.5 -0.4 -0.1
0.0 0.7 0.5
-0.1 0.1 0.5

Summary:
Kohn-Sham gap (spin up / spin down) ... 1.7 / 7.8 eV
Strongest force on any atom ... 6.42 eV/A
Total charge ... -1
Highest occupied orbital energy (spin up / spin down) ... 0.01576 / -0.20922 hartree
Multiplicity ... 2
LUMO energy (spin up / spin down) ... 2.137 / 2.084 eV



Q: Which of these has the lowest strongest force on any atom?
A: C16H44O10PS2



Q: The lowest strongest force on any atom belongs to which entry?
A: C16H44O10PS2